Computed, not measured: C25H18I2O4S in the gas phase, with ωB97M-V/def2-TZVPD.

```
! RIJCOSX wB97M-V def2-TZVPD def2/J DEFGRID3
* xyz 0 1
C -0.26473 -5.97549 1.97314
C 0.36100 -4.79816 1.23027
O 1.69473 -4.81962 0.81982
C 1.99620 -3.64369 0.25119
C 3.20480 -3.27404 -0.29889
C 3.26029 -1.94605 -0.79820
S 4.72737 -1.32248 -1.52860
C 4.03544 0.27987 -1.57601
C 4.63116 1.39695 -2.12031
C 3.96304 2.63128 -2.15063
C 2.66331 2.74105 -1.67057
C 2.03435 1.54708 -1.18491
C 2.70515 0.31744 -1.13898
C 2.25510 -1.01905 -0.64833
C 1.01812 -1.38858 -0.05629
C -0.07784 -0.44439 0.15706
C -1.18637 -0.43997 -0.68679
C -2.18635 0.52458 -0.52667
I -3.98704 0.35975 -1.83849
C -2.06643 1.51318 0.46050
O -3.01591 2.48083 0.66759
C -2.98684 3.60530 -0.27448
C -2.21239 4.78975 0.36061
C -4.37162 4.14140 -0.51472
O -4.50838 5.18250 -1.15977
O -5.41142 3.40275 -0.00256
C -0.97930 1.47674 1.37798
I -0.78089 2.85255 3.18694
C -0.00256 0.50323 1.20517
C 0.89574 -2.73400 0.33435
C -0.15827 -3.54957 1.00512
C -1.53534 -3.14624 1.36917
H -1.02265 -5.66798 2.63930
H -0.71774 -6.70137 1.24608
H 0.51259 -6.47934 2.53878
H 4.04164 -3.98597 -0.44858
H 5.64690 1.35226 -2.49190
H 4.42750 3.52332 -2.56466
H 2.10842 3.65858 -1.70372
H 0.98244 1.58839 -0.97798
H -1.22477 -1.21235 -1.46613
H -2.61122 3.34645 -1.25646
H -2.63337 5.07200 1.33870
H -1.17069 4.58865 0.49954
H -2.26453 5.67620 -0.27329
H -5.02091 2.69222 0.52626
H 0.83741 0.44762 1.89763
H -2.09992 -4.02727 1.71132
H -1.49768 -2.35684 2.09959
H -2.00761 -2.75945 0.46183
*
```

Results
Gap between HOMO and LUMO ... 7.101 eV
Total energy ... -2258.0133 Ha
LUMO energy ... -0.7996 eV

Atom-resolved charges from Löwdin, all expressed in e:
1 C 0.005
2 C -0.201
3 O 0.079
4 C -0.219
5 C 0.014
6 C -0.459
7 S 1.068
8 C -0.484
9 C -0.095
10 C -0.088
11 C -0.061
12 C 0.000
13 C -0.157
14 C -0.119
15 C -0.068
16 C -0.205
17 C -0.098
18 C -0.483
19 I 0.840
20 C -0.368
21 O -0.131
22 C -0.251
23 C -0.037
24 C -0.450
25 O 0.095
26 O 0.100
27 C -0.436
28 I 0.781
29 C -0.090
30 C -0.014
31 C -0.153
32 C -0.025
33 H 0.054
34 H 0.103
35 H 0.082
36 H 0.132
37 H 0.105
38 H 0.103
39 H 0.093
40 H 0.087
41 H 0.125
42 H 0.151
43 H 0.090
44 H 0.044
45 H 0.088
46 H 0.092
47 H 0.118
48 H 0.083
49 H 0.084
50 H 0.077